The following is a DFT calculation (ωB97M-V/def2-TZVPD) of a cluster of 12 separate species, C51H56F11NO35 in total.

Computed properties:
Gap between HOMO and LUMO = 4.35 eV
LUMO level = -2.2 eV
Spin multiplicity = 1
SMILES = CC(C)=CCC[C@H](C)CCc1ccc2c(c1)C(=O)NC2=O.O=C1OC[C@@H](F)O1.O=C1OC[C@@H](F)O1.O=C1OC[C@@H](F)O1.O=C1OC[C@@H](F)O1.O=C1OC[C@@H](F)O1.O=C1OC[C@@H](F)O1.O=C1OC[C@@H](F)O1.O=C1OC[C@@H](F)O1.O=C1OC[C@@H](F)O1.O=C1OC[C@@H](F)O1.O=C1OC[C@@H](F)O1
HOMO level = -6.53 eV

XYZ file:
```
154
Properties=species:S:1:pos:R:3:mulliken_charge:R:1
C 1.29 6.19 3.16 -0.3698
C 0.36 5.79 1.84 0.2684
C -1.28 5.87 2.09 -0.4259
C 0.99 5.42 0.54 -0.8924
C 1.40 3.88 0.08 -0.3143
C 0.99 3.78 -1.53 -0.6907
C 2.16 3.08 -2.43 0.2582
C 2.92 4.33 -3.24 -1.2458
C 1.64 1.98 -3.53 -0.5234
C 0.71 0.85 -2.78 -0.3872
C 1.00 -0.70 -3.23 0.2015
C -0.09 -1.44 -4.26 -0.5950
C 0.04 -3.01 -4.76 -0.4477
C 1.33 -3.87 -4.22 0.2393
C 2.44 -3.18 -3.20 0.0900
C 2.28 -1.63 -2.72 -0.2767
C 3.53 -4.35 -2.86 0.2694
O 4.66 -4.36 -2.15 -0.5725
N 2.93 -5.60 -3.54 -0.1383
C 1.76 -5.44 -4.50 0.1627
O 1.19 -6.36 -5.33 -0.5225
H 2.37 5.76 3.02 0.3763
H 0.78 5.83 4.18 0.2553
H 1.33 7.38 3.16 -0.1149
H -1.45 6.89 2.69 -0.0876
H -1.89 5.96 1.10 0.3927
H -1.66 5.01 2.81 0.0623
H 1.23 6.27 -0.25 0.2260
H 2.55 3.64 0.26 0.3053
H 0.79 3.10 0.73 0.2529
H -0.05 3.24 -1.56 0.2083
H 0.81 4.87 -1.98 0.4297
H 3.00 2.54 -1.79 0.2672
H 3.86 3.95 -3.83 0.3432
H 3.19 5.19 -2.46 0.2764
H 2.10 4.73 -4.01 0.3169
H 2.54 1.49 -4.14 0.3243
H 0.94 2.58 -4.30 0.2241
H -0.41 1.18 -2.93 0.3369
H 0.94 0.92 -1.62 0.2330
H -1.02 -0.76 -4.58 0.2371
H -0.79 -3.48 -5.46 0.3193
H 3.07 -1.14 -2.00 0.3315
H 2.67 -6.23 -2.73 0.2253
O 0.55 -5.60 1.17 -0.5431
C 0.40 -6.45 0.30 0.5379
O 1.03 -6.42 -0.91 -0.2045
C 0.69 -7.64 -1.56 -0.3405
C -0.57 -8.03 -0.88 0.8773
F -0.69 -9.37 -0.81 -0.2963
O -0.41 -7.53 0.43 -0.3298
H 1.50 -8.36 -1.40 0.3308
H 0.56 -7.49 -2.63 0.1146
H -1.47 -7.60 -1.33 -0.0871
O 0.88 10.03 2.78 -0.5408
C 0.01 9.84 3.61 0.4849
O -1.20 10.49 3.61 -0.3640
C -1.96 9.90 4.64 -0.4209
C -0.92 9.33 5.54 0.2594
F -1.36 8.20 6.14 -0.2449
O 0.12 8.97 4.65 -0.1667
H -2.62 9.13 4.21 0.2422
H -2.58 10.64 5.15 0.3212
H -0.54 10.03 6.29 0.2523
O -2.25 -10.27 -7.80 -0.5651
C -1.12 -9.81 -7.74 0.6105
O -0.49 -9.50 -6.56 -0.2736
C 0.83 -9.13 -6.91 0.2398
C 0.68 -8.71 -8.33 0.2521
F 1.81 -8.98 -9.03 -0.2087
O -0.34 -9.55 -8.82 -0.3054
H 1.49 -9.99 -6.78 0.1737
H 1.18 -8.31 -6.27 -0.1005
H 0.40 -7.66 -8.47 0.2380
O 4.07 -10.36 -7.78 -0.5353
C 3.92 -11.21 -8.64 0.7187
O 4.55 -11.19 -9.85 -0.3002
C 4.22 -12.40 -10.50 -0.4543
C 2.95 -12.79 -9.82 0.3292
F 2.83 -14.13 -9.75 -0.2915
O 3.11 -12.30 -8.51 -0.2750
H 5.02 -13.13 -10.34 0.2810
H 4.08 -12.25 -11.57 0.2746
H 2.05 -12.36 -10.27 0.2748
O 9.96 -6.56 -1.22 -0.5422
C 8.75 -6.70 -1.25 0.6160
O 7.86 -5.82 -0.69 -0.3165
C 6.57 -6.27 -1.06 -0.1287
C 6.80 -7.72 -1.34 0.3026
F 5.96 -8.16 -2.30 -0.2666
O 8.12 -7.75 -1.84 -0.3040
H 6.23 -5.72 -1.94 0.1908
H 5.85 -6.11 -0.25 0.2312
H 6.73 -8.36 -0.45 0.2542
O 4.16 10.40 7.63 -0.5321
C 4.01 9.55 6.77 0.5292
O 4.64 9.57 5.55 -0.3309
C 4.31 8.36 4.91 -0.5320
C 3.04 7.97 5.59 1.3258
F 2.92 6.62 5.65 -0.2988
O 3.20 8.46 6.90 -0.3024
H 5.11 7.63 5.07 0.3106
H 4.17 8.50 3.83 0.3160
H 2.14 8.40 5.14 -0.3033
O -2.38 8.60 9.13 -0.5577
C -1.20 8.84 9.31 0.6434
O -0.30 7.94 9.82 -0.3125
C 0.97 8.55 9.75 -0.0185
C 0.62 10.00 9.73 0.2582
F 1.53 10.70 9.02 -0.2348
O -0.61 10.04 9.05 -0.2868
H 1.48 8.23 8.84 0.0171
H 1.58 8.28 10.61 0.3017
H 0.51 10.45 10.73 0.2359
O -4.01 -5.26 -1.14 -0.5065
C -4.24 -6.19 -1.89 0.5136
O -3.29 -7.04 -2.37 -0.2138
C -3.98 -8.04 -3.10 -0.4593
C -5.25 -7.36 -3.46 0.2974
F -6.27 -8.25 -3.52 -0.2804
O -5.48 -6.49 -2.37 -0.2980
H -4.13 -8.92 -2.45 0.2926
H -3.41 -8.35 -3.97 0.3007
H -5.20 -6.78 -4.39 0.2723
O -0.41 3.28 5.81 -0.5545
C -1.54 3.72 5.90 0.5553
O -2.44 3.34 6.85 -0.3652
C -3.58 4.17 6.68 -0.4284
C -3.45 4.60 5.26 0.2799
F -3.96 5.84 5.08 -0.2519
O -2.06 4.65 5.05 -0.0523
H -3.52 5.01 7.38 0.2883
H -4.50 3.62 6.87 0.2385
H -3.91 3.91 4.54 0.3076
O -4.46 0.65 1.86 -0.5696
C -4.69 -0.28 1.10 0.5953
O -3.73 -1.14 0.62 -0.2708
C -4.42 -2.14 -0.10 -0.2817
C -5.69 -1.46 -0.46 0.3467
F -6.71 -2.34 -0.53 -0.2852
O -5.93 -0.59 0.62 -0.2836
H -4.58 -3.01 0.54 0.2346
H -3.85 -2.45 -0.98 0.2238
H -5.65 -0.88 -1.39 0.2890
O -6.77 4.70 5.74 -0.5559
C -7.17 5.21 4.71 0.6555
O -8.06 4.62 3.86 -0.2995
C -8.36 5.59 2.87 -0.4480
C -7.17 6.48 2.91 0.3220
F -7.50 7.75 2.60 -0.2945
O -6.77 6.44 4.26 -0.2269
H -9.29 6.11 3.13 0.2827
H -8.50 5.11 1.89 0.2727
H -6.34 6.15 2.27 0.2987
```



The following is a DFT calculation (ωB97M-V/def2-TZVPD) of a cluster of 2 separate species, C26H33N2O4 in total.

Computed properties:
Gap between HOMO and LUMO = 4.52 eV
LUMO level = 1.2 eV
Spin multiplicity = 1
Net charge = -1
HOMO level = -3.37 eV

XYZ file:
```
65
Properties=species:S:1:pos:R:3:nbo_charge:R:1
C -0.80 -6.02 5.34 -0.2562
O -0.60 -4.59 5.33 -0.4919
C -1.05 -3.89 4.25 0.3266
C -0.69 -2.52 4.17 -0.2723
C -0.99 -1.78 3.05 -0.1351
C -1.74 -2.34 1.98 -0.1539
C -2.22 -1.50 0.89 -0.0020
C -3.46 -1.71 0.32 -0.3205
C -3.95 -0.89 -0.73 0.2851
N -4.37 -0.23 -1.60 -0.2736
C -4.41 -2.61 0.88 0.2846
N -5.25 -3.32 1.30 -0.3172
C -2.04 -3.72 2.05 -0.1508
C -1.80 -4.46 3.20 -0.2738
H -0.31 -6.33 6.26 0.2014
H -1.87 -6.26 5.38 0.1806
H -0.33 -6.51 4.48 0.1860
H -0.12 -2.10 4.99 0.2288
H -0.69 -0.73 2.98 0.2276
H -1.67 -0.58 0.63 0.2613
H -2.50 -4.22 1.20 0.2271
H -2.13 -5.50 3.26 0.2159
C 1.02 -2.98 0.48 -0.6265
C 0.42 -2.27 -0.70 -0.0670
O 1.17 -1.05 -0.85 -0.5509
C 0.69 -0.26 -1.84 0.7404
C 1.68 0.76 -2.17 -0.4227
C 1.40 1.79 -3.13 0.5274
O 2.18 2.76 -3.20 -0.7382
C 0.20 1.82 -4.07 -0.4802
C -1.01 2.58 -3.50 -0.3874
C -0.76 4.07 -3.19 -0.3980
C -0.71 4.41 -1.69 -0.3992
C 0.67 4.81 -1.15 -0.4175
C 0.98 4.24 0.24 -0.3847
C 1.53 2.81 0.22 -0.4131
C 3.01 2.71 -0.13 -0.4041
C 3.45 1.26 -0.31 -0.3831
C 3.10 0.61 -1.65 -0.4026
O -0.42 -0.43 -2.32 -0.7279
H 0.34 -3.76 0.83 0.1986
H 1.97 -3.45 0.18 0.2073
H 1.23 -2.29 1.30 0.2145
H 0.50 -2.87 -1.62 0.1785
H -0.64 -2.03 -0.56 0.1803
H 0.58 2.35 -4.97 0.1980
H -0.10 0.80 -4.31 0.2298
H -1.80 2.54 -4.26 0.1880
H -1.38 2.01 -2.64 0.2157
H 0.14 4.42 -3.70 0.2171
H -1.61 4.62 -3.61 0.1821
H -1.39 5.26 -1.52 0.1852
H -1.12 3.57 -1.11 0.1943
H 1.46 4.51 -1.86 0.2440
H 0.71 5.91 -1.09 0.1798
H 1.72 4.90 0.73 0.1829
H 0.07 4.24 0.85 0.1831
H 1.36 2.34 1.20 0.1741
H 0.96 2.20 -0.50 0.2368
H 3.24 3.30 -1.02 0.2285
H 3.58 3.15 0.71 0.1711
H 4.55 1.24 -0.18 0.1802
H 3.03 0.64 0.49 0.1817
H 3.29 -0.47 -1.56 0.1970
H 3.73 1.02 -2.45 0.2090
```



The following is a DFT calculation (ωB97M-V/def2-TZVPD) of a structure of composition CHI4N.

Computed properties:
Gap between HOMO and LUMO (alpha / beta) = 7.49 / 7.49 eV
LUMO level (alpha / beta) = -1.1 / -1.1 eV
Spin multiplicity = 1
HOMO level (alpha / beta) = -8.62 / -8.62 eV

XYZ file:
```
7
Properties=species:S:1:pos:R:3:nbo_charge:R:1
C -0.75 -0.35 0.06 -0.7129
N 1.11 0.31 -0.75 -0.8408
I -0.45 -0.55 2.20 0.2278
I -1.94 1.26 -0.41 0.3280
I -1.12 -2.20 -0.79 0.3092
I 1.36 1.94 0.39 0.3303
H 1.80 -0.41 -0.70 0.3583
```



Energy above the lowest of the compared OMol25 structures with the same formula, charge and spin
In order: 1612.5 0.0 311.4
Unit: kJ/mol
Strongest force on any atom
In order: 0.1758 0.0681 0.0771
Unit: hartree/bohr